Computed, not measured: a structure of composition C18H7BrCl5N3O7Tl, with the ωB97M-V functional and the def2-TZVPD basis.

Atoms and positions in Å:
1 Tl 0.8418 -0.3609 -1.7364
2 Br 1.0036 5.3289 -3.9141
3 Cl -0.5391 -7.9112 -1.1671
4 Cl 4.2892 -5.4961 -0.7726
5 Cl 2.8674 -2.6971 -0.6470
6 Cl 2.5159 -7.9737 -1.0249
7 Cl -1.9495 -5.0936 -1.0532
8 O 1.3575 -0.4009 0.5715
9 O -0.0510 -2.9253 -0.8015
10 O -2.5385 0.5323 -1.8126
11 O -1.6027 3.2720 4.4044
12 O -3.4295 3.7009 3.3461
13 O 1.2040 -0.7487 2.7877
14 O -4.3070 1.3985 -0.9375
15 N 1.3278 2.1884 -1.3093
16 N -2.3786 3.1155 3.4882
17 N -3.1742 0.9915 -0.8722
18 C -1.4082 0.2066 0.6123
19 C -0.8755 1.3536 2.6381
20 C 2.0071 -4.1071 -0.7847
21 C 1.7758 -6.5008 -0.9585
22 C 1.1838 2.9455 -2.3987
23 C -2.8204 2.0247 1.3375
24 C -2.0132 2.1200 2.4545
25 C 0.5011 -3.9854 -0.8505
26 C 2.5996 -5.3315 -0.8394
27 C 1.3099 4.9487 -1.1047
28 C 0.7752 -0.3481 1.7230
29 C -2.4732 1.0601 0.4175
30 C 0.3339 -6.4599 -1.0291
31 C 1.4679 4.1566 0.0205
32 C 1.4814 2.7801 -0.1231
33 C 1.1826 4.3275 -2.3348
34 C -0.2947 -5.2611 -0.9807
35 C -0.5560 0.3903 1.6894
36 H -1.2564 -0.6166 -0.0696
37 H -0.2436 1.5111 3.5010
38 H 1.2860 6.0277 -1.0334
39 H 1.0622 2.4401 -3.3502
40 H 1.6250 2.1175 0.7208
41 H 1.5797 4.6010 0.9998
42 H -3.6671 2.6793 1.1934

Results
Relative energy (zero: lowest compared OMol25 entry of this formula, charge and spin)   15.4 kcal/mol
Total charge   +1
E_HOMO   -11.56 eV
Electronic energy   -6428.04574 Eh
Strongest force on any atom   0.60 eV Å⁻¹
Frontier orbital gap   3.667 eV